C4H15NO2S | the ωB97M-V functional and the def2-TZVPD basis

Geometry as XYZ:
```
23
Properties=species:S:1:pos:R:3:mulliken_charge:R:1
C -0.594 -1.664 -1.391 -0.707
H 0.583 0.608 -2.399 0.214
H 0.720 0.976 1.783 0.402
H -0.500 -0.803 2.909 0.340
H -0.630 -1.030 -2.249 0.258
C 1.222 0.942 0.811 -1.699
H 1.726 1.429 -1.463 0.228
H 2.142 0.372 0.931 0.373
C 0.346 0.476 -0.323 0.416
O -1.550 3.182 -0.463 -0.653
O -0.348 -1.493 3.568 -0.634
H 0.141 -2.135 3.032 0.334
H -2.272 -2.364 0.251 0.111
H -1.085 2.992 -1.289 0.334
N 0.769 1.121 -1.551 -0.459
H -0.901 2.867 0.184 0.315
C 0.389 -1.062 -0.397 -0.498
H 0.249 -1.454 0.616 -0.096
S -2.344 -1.653 -0.884 -0.222
H -0.669 0.702 0.020 0.337
H 1.389 -1.314 -0.729 0.387
H -0.344 -2.669 -1.635 0.409
H 1.560 1.976 0.669 0.512
```

Electronic energy: -764.80398 a.u.
Spin multiplicity: 1
HOMO-LUMO gap: 9.80 eV
Charge: 0
SMILES string: C[C@@H](N)CCS.O.O
F_max: 1.5 eV/A